The following is a quantum chemistry calculation of a molecular structure, C23H20BF4FeN8OS2 at a distorted geometry, from the Open Molecules 2025 dataset.

The spin multiplicity is 5. For the energy relative to the best compared isomer or geometry (same formula, charge and spin), the calculation gives 94.00 kJ/mol. As for the highest occupied orbital energy (spin up / spin down): -4.68 / -4.94 eV. Its expectation value of S² is 6.044. As for the calculated total energy: -3886.431624 a.u. For the orbital gap (spin up / spin down), the calculation gives 5.8 / 6.1 eV. The maximum force comes out at 4.819 eV/A. The charge is -1.

Positions of all 60 atoms, in Å:
Fe1 -0.775 1.801 0.970
S1 -2.221 4.593 1.501
S2 4.216 -0.715 -1.745
F1 0.136 -2.773 -0.758
F2 -0.580 -3.793 -2.608
F3 0.745 -5.028 -1.097
F4 -1.481 -4.389 -0.589
O1 -2.940 4.718 0.282
N1 -1.993 1.127 -0.728
N2 1.237 1.224 0.751
N3 2.156 1.833 0.133
N4 4.676 -3.276 -1.340
N5 0.428 3.302 -0.768
N6 -0.605 0.213 2.084
N7 -2.768 -0.342 -2.163
N8 -1.357 3.468 1.907
C1 5.260 -2.168 -1.553
C2 1.700 2.901 -0.695
C3 0.576 -0.437 2.227
C4 2.640 3.493 -1.517
C5 3.245 -1.449 2.565
C6 2.104 -2.027 3.099
C7 2.877 -1.729 -1.383
C8 -3.189 1.612 -1.244
C9 -4.282 -0.479 1.966
C10 0.113 4.239 -1.629
C11 3.287 -3.008 -1.201
C12 -4.352 -1.753 1.424
C13 3.014 -0.311 1.777
C14 -3.125 -2.354 1.130
C15 -1.917 -1.862 1.552
C16 1.669 0.224 1.631
C17 2.352 4.578 -2.309
C18 -1.777 0.037 -1.351
C19 -3.704 0.697 -2.125
C20 -1.840 -0.551 2.131
C21 -3.040 0.148 2.286
C22 0.869 -1.609 2.941
C23 1.024 4.906 -2.401
B1 -0.267 -4.086 -1.261
H1 0.042 -2.073 3.418
H2 4.136 -2.006 2.608
H3 -0.961 4.434 -1.774
H4 1.848 -1.374 -1.406
H5 2.281 -2.968 3.741
H6 3.075 5.136 -2.848
H7 0.655 5.727 -2.991
H8 -5.121 0.075 2.101
H9 -3.745 2.519 -0.890
H10 -1.014 -0.634 -1.212
H11 -2.711 -1.025 -2.927
H12 2.524 -3.753 -0.854
H13 6.321 -1.999 -1.634
H14 -2.965 1.186 2.608
H15 3.835 0.073 1.194
H16 -2.963 -3.333 0.560
H17 -5.321 -2.153 1.180
H18 -4.624 0.518 -2.664
H19 3.669 3.188 -1.464
H20 -1.070 -2.516 1.361

---

The following is a quantum chemistry calculation of a molecular structure, C23H20BN8NiO3, from the Open Molecules 2025 dataset.

The spin multiplicity is 3. As for the highest occupied orbital energy (spin up / spin down): -4.38 / -4.35 eV. Its expectation value of S² is 2.005. As for the calculated total energy: -3085.637053 a.u. For the orbital gap (spin up / spin down), the calculation gives 7.2 / 7.2 eV. The maximum force comes out at 0.329 eV/A. The charge is -1.

Positions of all 56 atoms, in Å:
Ni1 -0.353 -0.371 -0.070
O1 0.408 0.671 -1.762
O2 -0.646 -2.290 -0.723
O3 0.207 2.655 -3.261
N1 -0.263 1.574 0.912
N2 -3.120 0.610 0.506
N3 -1.324 1.926 1.664
N4 1.632 -0.852 -0.213
N5 2.419 0.165 -0.754
N6 -0.940 -1.026 1.907
N7 -2.352 0.057 -0.448
N8 -1.937 -0.343 2.506
C1 3.455 4.232 -3.520
C2 0.579 2.596 0.935
C3 2.039 -4.318 0.706
C4 -2.281 -0.940 3.658
C5 0.019 -3.271 -0.231
C6 2.172 -1.998 -0.091
C7 2.111 3.970 -3.692
C8 2.297 2.034 -2.250
C9 -1.153 3.163 2.156
C10 0.053 -5.616 0.485
C11 -0.601 -4.543 -0.071
C12 -1.482 -2.051 3.825
C13 1.518 2.872 -3.063
C14 -4.433 0.261 -1.233
C15 4.239 3.406 -2.717
C16 -0.661 -2.059 2.690
C17 -3.124 -0.164 -1.498
C18 1.664 0.885 -1.541
C19 -4.379 0.743 0.060
C20 3.652 2.320 -2.094
C21 1.390 -5.521 0.892
C22 1.393 -3.196 0.177
C23 0.062 3.641 1.713
B1 -2.494 0.950 1.875
H1 5.293 3.611 -2.581
H2 -1.908 3.608 2.784
H3 3.899 5.087 -4.017
H4 -3.065 -0.528 4.272
H5 -3.322 1.441 2.598
H6 0.106 -2.761 2.404
H7 0.000 1.830 -2.738
H8 4.230 1.660 -1.460
H9 3.086 -4.222 0.979
H10 1.485 4.600 -4.311
H11 -5.289 0.219 -1.884
H12 1.904 -6.372 1.320
H13 0.510 4.598 1.918
H14 -5.140 1.167 0.693
H15 -1.636 -4.620 -0.383
H16 3.241 -2.092 -0.295
H17 -2.704 -0.622 -2.379
H18 1.514 2.538 0.402
H19 -1.491 -2.755 4.639
H20 -0.478 -6.554 0.607

---

The following is a quantum chemistry calculation of C23H20ClN3O2S in the gas phase, from the Open Molecules 2025 dataset.

For the energy relative to the best compared isomer or geometry (same formula, charge and spin), the calculation gives 148.55 kJ/mol. As for the SMILES: Cc1ccccc1N/C(SCc1ccc(Cl)cc1)=C(/C#N)C(=O)NCc1ccco1. As for the highest occupied orbital energy: -8.18 eV. As for the calculated total energy: -2061.598841 a.u. For the orbital gap, the calculation gives 8.3 eV. The maximum force comes out at 0.956 eV/A.

Positions of all 50 atoms, in Å:
Cl1 -0.692 3.926 -0.670
S1 2.003 -2.193 -1.446
O1 -0.630 -0.450 1.932
O2 -4.095 0.692 0.208
N1 -1.387 -3.624 -1.400
N2 -2.379 -1.606 1.099
N3 1.713 -0.833 0.872
C1 -4.431 -0.318 1.041
C2 5.574 0.729 0.945
C3 1.469 0.919 -2.129
C4 -0.230 2.393 -1.322
C5 -6.257 0.269 -0.088
C6 -0.810 0.184 -2.022
C7 -3.372 -0.921 1.901
C8 4.100 -1.105 0.498
C9 3.205 0.979 1.355
C10 -0.229 -1.950 0.132
C11 1.101 2.155 -1.635
C12 -1.190 1.414 -1.517
C13 3.012 -0.331 0.887
C14 -5.753 -0.620 0.893
C15 5.375 -0.571 0.517
C16 0.520 -0.079 -2.328
C17 0.947 -1.440 -2.761
C18 1.111 -1.630 -0.008
C19 -0.841 -2.872 -0.720
C20 2.046 1.802 1.826
C21 4.494 1.487 1.370
C22 -5.203 1.038 -0.468
C23 -1.070 -1.275 1.128
H1 4.655 2.496 1.719
H2 1.841 2.925 -1.480
H3 1.605 1.369 2.724
H4 -1.557 -0.581 -2.178
H5 -2.219 1.604 -1.257
H6 6.567 1.151 0.963
H7 6.212 -1.178 0.207
H8 1.612 -1.411 -3.623
H9 -3.837 -1.618 2.605
H10 3.947 -2.130 0.199
H11 -7.261 0.322 -0.456
H12 1.266 1.854 1.067
H13 0.106 -2.101 -2.962
H14 -5.116 1.835 -1.180
H15 -6.301 -1.374 1.420
H16 -2.831 -0.148 2.456
H17 2.508 0.718 -2.346
H18 -2.704 -2.277 0.419
H19 2.369 2.813 2.060
H20 1.037 -0.439 1.553